# 1
15
Properties=species:S:1:pos:R:3 method="wB97M-V/def2-TZVPD" e_lumo_ev="0.563 / 0.440" e_homo_ev="-7.7 / -7.3" orbital_gap_ha="0.3042 / 0.2850" charge=0 e_above_lowest_kcal_mol=79.59
O 0.61706 -0.60398 -1.78721
O 0.85511 -1.15830 1.25519
C -0.52324 0.41333 -0.11859
C -0.20281 -1.04794 0.30378
C 0.34684 0.57226 -1.31047
C 0.13662 -1.62082 -1.03968
C -0.40585 1.46500 0.97209
H -0.50231 2.47471 0.56098
H 1.67999 -0.92506 0.80621
H -1.18506 1.33025 1.72740
H -1.56384 0.34893 -0.50361
H 0.66224 -2.55277 -1.21099
H 0.58594 1.42738 -1.92720
H -1.06181 -1.50447 0.79680
H 0.56113 1.38148 1.47532

# 2
9
Properties=species:S:1:pos:R:3 method="wB97M-V/def2-TZVPD" e_lumo_ev=-1.073 e_homo_ev=-9.0 orbital_gap_ha=0.2916 charge=0 e_above_lowest_kcal_mol=15.88 smiles="[H]/P=N/P(C)F"
P -0.09731 0.34832 -1.12371
P 0.91016 2.04484 1.16097
F -1.71283 0.07012 -1.22510
N -0.13344 1.39796 0.15865
C 0.18204 -1.44850 -0.25458
H 0.78060 -1.38103 0.63992
H 0.92801 -2.07254 -0.81944
H -0.80672 -1.78421 -0.27220
H -0.05052 2.82505 1.73548

# 3
13
Properties=species:S:1:pos:R:3 method="wB97M-V/def2-TZVPD" e_lumo_ev=0.742 e_homo_ev=-8.9 orbital_gap_ha=0.3544 charge=0 e_above_lowest_kcal_mol=16.45 smiles="C=C(CS)CCl"
Cl 0.45787 2.16156 -1.29058
S -0.49002 -1.60725 1.99062
C -0.00146 -0.36741 -0.42889
C -0.48334 -1.38444 -1.27814
C 1.03579 0.60786 -0.81465
C -0.67883 -0.15430 0.95363
H -0.01946 -1.54017 -2.25174
H -1.73114 0.09101 0.87997
H -0.20767 0.63161 1.51720
H 0.80634 -1.39851 2.04417
H -1.42053 -1.92179 -0.98155
H 1.63635 0.24382 -1.72484
H 1.75958 0.65325 0.01495

# 4
16
Properties=species:S:1:pos:R:3 method="wB97M-V/def2-TZVPD" e_lumo_ev=1.006 e_homo_ev=-7.6 orbital_gap_ha=0.3177 charge=0 e_above_lowest_kcal_mol=22.48 smiles=Cc1ccc(C)[nH]1
N 0.66590 -0.49489 0.34896
C -0.15066 -0.83201 -0.69810
C 0.35595 -1.59826 -1.87627
C 0.62481 1.66045 1.64117
C -1.27639 0.46582 0.74775
C 0.00000 0.34165 1.23283
C -1.37389 -0.23838 -0.46977
H 0.28513 2.03241 2.61271
H 1.29469 -1.16368 -2.25331
H 0.38443 2.44854 0.90312
H 1.70518 1.58487 1.57459
H 0.52004 -2.66100 -1.65948
H -0.37827 -1.53215 -2.68376
H -2.21087 -0.21459 -1.15711
H 1.57134 -0.90508 0.53085
H -2.01740 1.10628 1.20581

# 5
14
Properties=species:S:1:pos:R:3 method="wB97M-V/def2-TZVPD" e_lumo_ev=0.749 e_homo_ev=-8.9 orbital_gap_ha=0.3544 charge=0 e_above_lowest_kcal_mol=71.62
O -2.66115 0.04663 -0.63614
O -3.82917 -0.36956 1.19903
O 0.28680 -0.61938 -0.65027
C 1.61892 0.60312 0.62705
C 2.13347 -0.71824 0.56321
C -3.06210 -0.90433 0.21558
C 0.54740 0.54931 -0.16246
C 1.30681 -1.44191 -0.29709
H -0.02917 1.46620 -0.44065
H 1.87738 1.53934 1.15485
H -2.18152 -0.34442 -1.43253
H 2.98734 -0.92716 1.12347
H 1.22232 -2.41967 -0.63940
H -3.80126 0.59078 1.41739

# 6
57
Properties=species:S:1:pos:R:3 method="wB97M-V/def2-TZVPD" e_lumo_ev="-0.302 / -0.305" e_homo_ev="-6.2 / -6.1" orbital_gap_ha="0.2151 / 0.2139" charge=0
Zn 1.43309 0.04342 -1.72110
S 1.62307 1.56083 4.18693
P -1.20917 2.09640 2.06713
P -0.42797 -2.35396 1.44259
O 2.80833 1.42422 5.01734
O 1.45030 2.91674 3.64139
O 1.45430 0.47471 3.17977
C 2.05124 -0.71091 -4.16384
C -1.44419 -3.61676 0.69690
C -1.15056 -0.78568 0.72160
C 0.13859 -1.42628 -2.61439
C 1.25454 -2.73099 0.79842
C -0.15705 1.45482 -2.55253
C 0.17766 1.25480 5.23665
C 1.52192 -1.47126 -2.96112
C 1.68490 0.81512 -4.24995
C -0.50170 0.59680 0.87344
C -0.42675 -2.18769 3.19743
C -2.57509 2.73350 1.01626
C -0.85869 -0.77685 -3.53267
C -1.22408 0.68768 -3.26259
C 0.13654 3.10713 1.25363
C 1.20037 1.51985 -2.97891
H 2.07260 -2.33129 -2.56065
H 1.18163 -3.08244 -0.25366
H 1.69363 -3.57775 1.38154
H 0.23162 0.21330 5.56829
H 2.55397 1.39167 -4.63554
H -1.77822 -1.37713 -3.54217
H -1.50111 1.16673 -4.21787
H 1.70075 2.47440 -2.88711
H -1.43593 -1.87135 3.47456
H -1.15174 -1.03887 -0.35672
H 0.30399 -1.41763 3.49042
H -0.30578 -2.23217 -2.02430
H 0.14887 1.93074 6.09262
H -0.13654 3.58454 0.31653
H 0.99287 2.46142 1.06001
H 0.98224 1.01086 -5.08166
H -2.15051 0.65916 -2.66428
H -2.38600 -3.18345 0.34895
H 3.16044 -0.73208 -4.23926
H -3.34850 1.97657 0.93139
H -0.70244 1.41714 4.60450
H -0.95436 -4.06884 -0.16978
H -1.63733 -4.44089 1.38397
H 1.67799 -1.26040 -5.05459
H 0.47075 0.45786 1.41915
H -0.32426 1.04875 -0.15025
H -2.27122 3.04756 0.02018
H 0.47623 3.87953 1.93356
H -2.99252 3.59468 1.53630
H -0.46260 -0.86029 -4.54514
H 1.91024 -1.83627 0.83047
H -0.17908 -3.13270 3.68402
H -2.20398 -0.81059 1.04788
H -0.59532 2.31359 -2.03375

DFT total energy, record by record: -9406.3808; -23886.3137; -27617.9966; -7857.1846; -11421.3064; -101110.6591 eV